Here is a molecular structure, C9H10N4 at a distorted geometry from OMol25. Energies are from wB97M-V/def2-TZVPD.

Calculated values
HOMO	-0.3403	hartree
relative energy (zero: lowest compared OMol25 entry of this formula, charge and spin)	150.11	kcal per mole
2S+1	1
orbital gap	8.72	eV
molecular weight	174.21	g mol⁻¹
total charge	0
E_LUMO	-0.5	eV

Structure (XYZ):
```
23
Properties=species:S:1:pos:R:3:mulliken_charge:R:1
C -2.261 -0.359 -2.616 -0.880
C -0.726 -0.536 -2.902 -0.373
C 0.368 -1.098 -1.847 -0.750
C 0.368 -0.559 -0.554 0.554
C 0.154 0.165 1.821 0.893
C -0.109 0.353 3.234 -0.336
C 0.724 1.433 3.678 -0.465
C 2.047 1.577 1.765 -0.412
C 1.075 0.774 1.132 0.351
H -2.588 0.462 -1.820 0.255
H -2.727 -1.476 -1.980 0.235
H -2.854 0.026 -3.660 0.260
H -0.403 0.617 -2.934 0.230
H -0.235 -0.988 -3.819 0.313
H 0.256 -2.300 -1.829 0.312
H 1.392 -1.119 -2.183 0.418
H -0.791 -0.240 3.810 0.454
H 1.044 1.534 4.769 0.299
H 3.027 1.850 1.332 0.418
N -0.267 -1.454 0.334 -0.347
N -0.565 -0.957 1.398 -0.380
N 1.947 1.907 3.057 -0.518
N 1.124 0.388 -0.188 -0.534
```